The following is a DFT calculation (wB97M-V/def2-TZVPD) of a structure of composition C53H45BrInN6O3.

Each line ends with the Löwdin charge.
Geometry (Å):
In1 0.4573 0.3206 0.2833  0.955
O1 -0.1038 0.1065 2.1568  -0.203
C1 -1.0442 0.6296 3.0186  -0.447
C2 -1.9792 1.7426 2.4500  -0.023
C3 -2.5170 1.6875 1.0575  -0.256
C4 -3.8404 2.0442 0.7904  -0.021
C5 -4.2009 2.3753 -0.5034  -0.040
C6 -3.2288 2.3857 -1.4882  0.001
C7 -1.9594 1.9154 -1.1716  -0.258
C8 -0.8527 1.8810 -2.1615  -0.061
C9 0.3767 2.6907 -1.6592  -0.479
O2 0.8290 2.2364 -0.4418  -0.204
C10 1.5647 2.5582 -2.6050  -0.142
C11 2.6920 3.3187 -2.3070  -0.012
C12 3.8842 3.0991 -2.9679  -0.073
C13 3.9793 2.1077 -3.9296  -0.095
C14 2.8575 1.3715 -4.2544  -0.085
C15 1.6582 1.6024 -3.6033  -0.039
C16 -0.0296 4.1588 -1.5333  -0.149
C17 -0.0432 4.9884 -2.6471  -0.028
C18 -0.3896 6.3223 -2.5237  -0.081
C19 -0.7350 6.8477 -1.2899  -0.097
C20 -0.7370 6.0220 -0.1801  -0.076
C21 -0.3851 4.6905 -0.3027  -0.015
N1 -1.6598 1.5232 0.0602  0.123
C22 -1.9106 -0.4898 3.5923  -0.185
C23 -2.8878 -0.2388 4.5495  -0.047
C24 -3.6193 -1.2783 5.0945  -0.080
C25 -3.3822 -2.5844 4.6972  -0.095
C26 -2.3948 -2.8437 3.7636  -0.076
C27 -1.6630 -1.8035 3.2238  -0.034
C28 -0.1780 1.2210 4.1447  -0.121
C29 0.1357 0.4550 5.2615  -0.014
C30 1.0664 0.8916 6.1877  -0.075
C31 1.7219 2.0957 6.0046  -0.092
C32 1.4361 2.8574 4.8857  -0.077
C33 0.4993 2.4222 3.9673  -0.044
H1 -2.8089 1.8744 3.1440  0.116
H2 -1.4030 2.6705 2.4562  0.111
H3 -4.5657 2.0911 1.5886  0.116
H4 -5.2176 2.6570 -0.7355  0.109
H5 -3.4406 2.7287 -2.4891  0.114
H6 -0.4935 0.8553 -2.2311  0.071
H7 -1.1774 2.2615 -3.1307  0.137
H8 2.6236 4.0717 -1.5330  0.128
H9 4.7529 3.6911 -2.7271  0.103
H10 4.9191 1.9086 -4.4227  0.097
H11 2.9140 0.6017 -5.0109  0.097
H12 0.8020 1.0140 -3.8860  0.095
H13 0.2374 4.5967 -3.6150  0.120
H14 -0.3865 6.9609 -3.3945  0.099
H15 -1.0004 7.8909 -1.1917  0.098
H16 -1.0095 6.4165 0.7881  0.100
H17 -0.3622 4.0459 0.5629  0.104
H18 -3.0506 0.7709 4.9019  0.119
H19 -4.3679 -1.0670 5.8448  0.100
H20 -3.9509 -3.3939 5.1309  0.097
H21 -2.1811 -3.8609 3.4666  0.104
H22 -0.8619 -1.9920 2.5286  0.093
H23 -0.3378 -0.5048 5.3993  0.116
H24 1.2887 0.2765 7.0481  0.101
H25 2.4588 2.4328 6.7182  0.099
H26 1.9545 3.7899 4.7167  0.103
H27 0.3280 3.0282 3.0878  0.100
Br1 5.6549 5.3640 0.9831  0.703
C34 4.7797 3.6791 0.8915  -0.701
C35 3.4996 3.5510 1.4102  -0.118
C36 2.8642 2.3380 1.3146  -0.031
C37 3.4734 1.2400 0.6934  -0.269
C38 4.7805 1.3877 0.2037  -0.013
C39 5.4248 2.6043 0.3060  -0.146
N2 2.7111 0.1100 0.5968  0.019
C40 3.1866 -1.0765 0.3140  -0.098
C41 2.3162 -2.1790 0.2300  -0.289
C42 2.8023 -3.4907 0.0251  -0.046
C43 1.9353 -4.5455 -0.0460  -0.095
C44 0.5602 -4.2910 0.0853  -0.082
C45 0.1516 -2.9883 0.2858  -0.157
N3 0.9832 -1.9629 0.3556  0.044
H28 3.0063 4.4001 1.8623  0.104
H29 1.8615 2.1924 1.6870  0.077
H30 5.2964 0.5761 -0.2885  0.103
H31 6.4265 2.7258 -0.0754  0.098
H32 4.2485 -1.2615 0.1593  0.120
H33 3.8689 -3.6327 -0.0492  0.113
H34 2.2986 -5.5524 -0.1907  0.104
H35 -0.1582 -5.0940 0.0505  0.096
H36 -0.8947 -2.7557 0.4251  0.088
N4 -3.0349 -2.2929 -0.8601  -0.026
C46 -4.0313 -3.0860 -0.4185  -0.101
C47 -4.5289 -2.4892 0.7138  -0.056
C48 -3.7553 -1.3295 0.8731  -0.152
N5 -2.8523 -1.2258 -0.0822  0.063
H37 -2.4507 -2.4337 -1.6707  0.100
H38 -4.2957 -3.9907 -0.9288  0.108
H39 -5.3226 -2.8341 1.3431  0.093
H40 -3.8260 -0.5903 1.6427  0.096
O3 0.5817 -0.8975 -2.1748  -0.124
N6 0.3038 -1.9870 -2.7745  -0.182
C49 1.2176 -2.9806 -2.8690  -0.005
C50 0.9110 -4.1844 -3.4492  -0.030
C51 -0.3536 -4.3990 -3.9905  -0.052
C52 -1.2610 -3.3483 -3.9440  -0.050
C53 -0.9206 -2.1646 -3.3338  -0.032
H41 2.1787 -2.7548 -2.4365  0.136
H42 1.6650 -4.9531 -3.4970  0.119
H43 -0.6118 -5.3335 -4.4595  0.108
H44 -2.2384 -3.4462 -4.3884  0.116
H45 -1.5710 -1.3025 -3.2889  0.142

The calculation puts the maximum force at 1.3 eV Å⁻¹. Its multiplicity is 2. For the total energy, the calculation gives -5365.0110 Ha. The energy above the lowest of the compared OMol25 structures with the same formula, charge and spin is 1.7015 eV. The HOMO energy (spin up / spin down) is -5.56 / -7.58 eV. For the frontier orbital gap (spin up / spin down), the calculation gives 0.188 / 0.260 hartree. As for the net charge: 0.


The following is a DFT calculation (wB97M-V/def2-TZVPD) of a structure of composition C31H46NO2Sn.

Each line ends with the Löwdin charge.
Geometry (Å):
O1 -0.7690 1.2264 -5.3275  -0.158
C1 0.5215 1.9629 -4.9930  -0.086
C2 -0.3051 3.1972 -4.5239  -0.063
H1 1.0678 2.2042 -5.9066  0.108
H2 1.0745 1.3828 -4.2526  0.106
C3 -1.5595 2.2511 -4.7009  -0.572
H3 -0.2244 4.0716 -5.2013  0.112
H4 -0.2192 3.4934 -3.4710  0.102
C4 -2.7235 2.5969 -5.6082  -0.030
H5 -2.4384 2.7699 -6.6537  0.083
H6 -3.1956 3.5042 -5.2053  0.082
H7 -3.4660 1.7885 -5.5051  0.088
C5 -2.0597 1.9867 -3.2867  -0.037
H8 -1.2510 1.8448 -2.5682  0.075
H9 -2.6916 1.0989 -3.1556  0.073
H10 -2.6322 2.8992 -3.0157  0.104
Sn1 0.4498 -1.3946 -1.2221  1.507
C6 1.6086 1.9219 1.2793  -0.213
C7 2.7549 1.0921 1.1894  -0.210
C8 3.0386 0.9013 -0.1918  -0.240
H11 3.3383 0.6961 2.0352  0.083
C9 2.1567 1.7214 -0.9283  -0.266
C10 1.2177 2.2886 -0.0247  -0.225
H12 0.3449 2.8877 -0.3042  0.062
H13 1.1060 2.2503 2.2012  0.069
H14 3.7952 0.2218 -0.6027  0.062
H15 2.1892 1.9277 -2.0084  0.053
C11 -1.4249 -0.9075 1.3812  -0.149
C12 -1.8897 0.2604 0.7349  -0.135
C13 -2.4077 -0.1161 -0.5235  -0.197
H16 -1.8911 1.2788 1.1424  0.096
C14 -2.0476 -1.4836 -0.7728  -0.366
C15 -1.5053 -2.0019 0.4732  -0.273
H17 -1.3806 -3.0514 0.7350  0.081
H18 -1.1790 -0.9741 2.4393  0.090
H19 -3.0975 0.4704 -1.1243  0.071
H20 -2.2401 -2.0165 -1.6989  0.066
O2 0.5259 -1.7161 -4.2413  -0.242
C16 0.0406 -1.2984 -5.5497  -0.197
C17 0.5610 -2.1209 -6.6990  -0.161
H21 0.3735 -0.2835 -5.7487  0.081
H22 -1.0424 -1.2524 -5.5577  0.119
C18 1.5908 -3.0456 -6.0497  -0.160
H23 1.0124 -1.5044 -7.4781  0.110
H24 -0.2169 -2.7020 -7.1862  0.103
C19 1.4691 -2.8102 -4.5331  -0.190
H25 2.6040 -2.8614 -6.4299  0.107
H26 1.3425 -4.0937 -6.2903  0.108
H27 2.4387 -2.6091 -4.0235  0.121
H28 1.0129 -3.7205 -4.1119  0.103
C20 1.8594 -4.6703 5.4242  -0.074
C21 1.5775 -3.5052 4.5087  -0.303
C22 1.2291 -2.2739 5.0491  -0.065
C23 1.0299 -1.1716 4.2069  -0.290
C24 0.5838 0.1156 4.8342  -0.063
C25 1.2230 -1.3268 2.8383  -0.030
C26 1.4199 -2.5918 2.1997  -0.269
C27 1.6440 -3.6618 3.1276  -0.036
N1 1.3766 -2.7152 0.8247  -0.053
C28 1.8419 -3.9679 0.1681  -0.647
C29 3.2408 -4.3531 0.6644  -0.059
C30 0.8298 -5.0863 0.4495  -0.052
C31 1.9852 -3.7830 -1.3675  -0.187
H29 2.8234 -4.5651 5.9434  0.073
H30 1.0901 -4.7548 6.2023  0.070
H31 1.8851 -5.6226 4.8821  0.066
H32 1.1036 -2.1723 6.1286  0.105
H33 -0.3162 -0.0459 5.4420  0.074
H34 1.3298 0.5199 5.5299  0.075
H35 0.3517 0.8917 4.0993  0.061
H36 1.1822 -0.4332 2.2059  0.075
H37 1.8720 -4.6706 2.7875  0.063
H38 3.2779 -4.6086 1.7222  0.057
H39 3.5895 -5.2192 0.0926  0.074
H40 3.9354 -3.5288 0.5036  0.091
H41 -0.1752 -4.8190 0.1079  0.069
H42 1.1409 -5.9968 -0.0734  0.078
H43 0.7622 -5.3033 1.5170  0.063
H44 1.0125 -3.8219 -1.9020  0.036
H45 2.5727 -2.8656 -1.5838  0.047
H46 2.5784 -4.5938 -1.8432  0.098

The calculation puts the maximum force at 3.0 eV Å⁻¹. For the total energy, the calculation gives -1628.1708 Ha. The energy above the lowest of the compared OMol25 structures with the same formula, charge and spin is 0.7621 eV. The HOMO energy is -3.22 eV. For the frontier orbital gap, the calculation gives 0.201 hartree. As for the net charge: -1.


The following is a DFT calculation (wB97M-V/def2-TZVPD) of a cluster of 4 separate species, C2H11NO3 in total.

Each line ends with the natural charge from an NBO analysis.
Geometry (Å):
C1 0.8681 -0.0381 1.7166  -0.172
C2 1.1186 1.1587 1.2196  0.009
N1 1.2638 1.4768 -0.0933  -0.510
H1 0.5461 -0.8805 1.1236  0.238
H2 0.9771 -0.2833 2.7122  0.237
H3 1.4542 1.9356 1.8116  0.231
H4 1.0700 0.8217 -0.9506  0.476
H5 1.7455 2.3527 -0.1979  0.426
H6 -2.6240 -0.0031 1.3296  0.498
H7 -1.1341 0.5231 0.8643  0.473
O1 -2.0402 0.0943 0.6548  -0.940
H8 -1.6910 -2.6012 -0.4518  0.492
H9 -1.2777 -1.2916 -0.0310  0.473
O2 -0.9842 -1.9290 -0.6382  -0.984
H10 0.2401 -1.1472 -2.0571  0.524
H11 -0.2938 0.2692 -2.3688  0.483
O3 0.5520 -0.2599 -2.3601  -0.955

The calculation puts the maximum force at 6.3 eV Å⁻¹. Its multiplicity is 2. For the total energy, the calculation gives -362.9339 Ha. The energy above the lowest of the compared OMol25 structures with the same formula, charge and spin is 0.7224 eV. The HOMO energy (spin up / spin down) is -15.17 / -15.17 eV. For the frontier orbital gap (spin up / spin down), the calculation gives 0.416 / 0.266 hartree. As for the net charge: +1.


The following is a DFT calculation (wB97M-V/def2-TZVPD) of the ion C7H14IO3P with charge -2.

Each line ends with the natural charge from an NBO analysis.
Geometry (Å):
C1 -1.5294 0.9071 1.1158  -0.593
C2 0.0007 1.0859 1.0122  -0.311
C3 0.7429 0.2813 1.9587  -0.641
C4 0.5516 1.0244 -0.5170  0.243
O1 0.0227 1.9493 -1.2289  -0.839
C5 0.7624 -0.3332 -1.1523  -0.310
C6 -0.2511 -1.4708 -0.7676  -0.600
C7 0.9010 -0.2041 -2.6443  -0.611
P1 2.4599 1.8177 -0.2147  1.936
O2 2.4904 2.8206 0.8524  -1.176
O3 3.1252 2.1039 -1.5316  -1.171
I1 4.2824 -0.2671 0.5648  -0.761
H1 -2.0612 1.5598 0.4625  0.212
H2 -1.8610 -0.0825 0.9048  0.182
H3 -1.8851 1.2066 2.1599  0.163
H4 0.2540 2.1447 1.2251  0.237
H5 0.1973 -0.1705 2.7536  0.174
H6 1.4568 0.8817 2.4285  0.232
H7 1.3787 -0.5282 1.4635  0.221
H8 1.6242 -0.7517 -0.6367  0.235
H9 -1.3382 -1.4191 -1.2815  0.165
H10 -0.3208 -1.7218 0.2671  0.200
H11 0.2591 -2.3218 -1.1978  0.187
H12 1.3847 0.7294 -2.7326  0.271
H13 -0.0617 -0.2141 -3.0819  0.180
H14 1.4187 -1.0688 -3.0120  0.175

The calculation puts the maximum force at 3.5 eV Å⁻¹. For the total energy, the calculation gives -1139.9328 Ha. The energy above the lowest of the compared OMol25 structures with the same formula, charge and spin is 0.0000 eV. The HOMO energy is 0.10 eV. For the frontier orbital gap, the calculation gives 0.188 hartree. As for the structure (SMILES): CC(C)C([O-])(C(C)C)[P@](=O)([O-])I. As for the net charge: -2.


The following is a DFT calculation (wB97M-V/def2-TZVPD) of a cluster of 2 separate species, C33H46BrN2O8 in total.

Each line ends with the Löwdin charge.
Geometry (Å):
C1 1.8215 -1.2698 -2.8147  0.039
C2 1.2664 -1.2617 -1.5897  -0.136
C3 -0.2028 -1.0325 -1.3498  -0.187
C4 -0.8738 -2.3438 -0.8204  -0.265
C5 0.1200 -3.4872 -0.4936  -0.156
C6 0.5271 -4.2862 -1.7268  -0.238
O1 1.9003 -4.6454 -1.5435  -0.068
C7 -1.7076 -2.1931 0.4390  -0.571
Br1 -3.0457 -3.5910 0.6388  0.839
N1 -2.4112 -0.8857 0.7010  -0.070
N2 -2.3561 -0.6829 2.1127  0.127
C8 -2.0200 0.3138 -0.1824  -0.294
C9 -2.3953 1.5476 0.6535  0.041
O2 -2.8769 0.5243 -1.3216  0.075
C10 -3.2530 -0.4748 -2.1392  -0.423
O3 -3.6420 -1.5416 -1.7628  0.130
C11 -3.2762 -0.0945 -3.5864  -0.129
C12 -4.3238 0.7274 -3.9948  -0.017
C13 -4.4551 1.0985 -5.3291  -0.069
C14 -3.5013 0.6585 -6.2398  -0.083
C15 -2.4584 -0.1612 -5.8257  -0.066
C16 -2.3373 -0.5557 -4.4990  -0.013
C17 -0.5357 0.2957 -0.5541  -0.280
C18 -0.1814 1.3625 -1.5992  -0.097
C19 -0.1893 2.8459 -1.1667  -0.151
C20 -1.1492 3.6576 -2.0198  -0.264
O4 -0.6462 3.6365 -3.3546  -0.064
C21 0.2814 0.2771 0.7254  -0.155
C22 1.6395 0.9524 0.8823  -0.141
C23 2.3083 0.1966 2.0518  -0.187
C24 3.6994 -0.3761 1.7430  -0.204
C25 4.8197 0.6318 1.9935  -0.223
C26 6.0968 0.3416 1.2143  -0.275
C27 5.9716 0.6336 -0.2788  -0.122
H1 1.5774 -0.4835 -3.5212  0.065
H2 2.5408 -2.0358 -3.0766  0.060
H3 1.8818 -1.4392 -0.7157  0.110
H4 -0.6235 -0.8384 -2.3360  0.103
H5 -1.4760 -2.7527 -1.6288  0.120
H6 0.9737 -3.1550 0.0864  0.120
H7 -0.4178 -4.1827 0.1502  0.084
H8 0.4052 -3.7087 -2.6427  0.107
H9 -0.0390 -5.2180 -1.7526  0.120
H10 2.2153 -5.1089 -2.3235  0.082
H11 -1.0617 -2.3479 1.2925  0.103
H12 -3.4011 -1.0581 0.5084  0.135
H13 -3.2083 -0.3435 2.5209  0.121
H14 -1.4667 -0.3141 2.4825  0.073
H15 -2.4610 2.4039 -0.0030  0.081
H16 -1.7080 1.7520 1.4662  0.094
H17 -3.3993 1.4262 1.0581  0.103
H18 -5.0662 1.0822 -3.2934  0.122
H19 -5.2805 1.7111 -5.6548  0.103
H20 -3.6060 0.9491 -7.2744  0.101
H21 -1.7437 -0.4817 -6.5698  0.105
H22 -1.5408 -1.2166 -4.1924  0.110
H23 -0.8355 1.2785 -2.4661  0.110
H24 0.8121 1.1575 -1.9833  0.112
H25 -0.3637 3.0082 -0.1086  0.112
H26 0.7947 3.2698 -1.3693  0.120
H27 -1.1833 4.6910 -1.6716  0.119
H28 -2.1338 3.1843 -1.9669  0.105
H29 -1.3386 3.9432 -3.9438  0.081
H30 -0.2494 0.6845 1.5742  0.048
H31 0.4576 -0.7735 0.9648  0.108
H32 2.2909 0.9553 0.0065  0.108
H33 1.4594 1.9613 1.2454  0.118
H34 2.4165 0.8750 2.8936  0.119
H35 1.6724 -0.6190 2.3763  0.101
H36 3.8721 -1.2591 2.3569  0.111
H37 3.7631 -0.6906 0.6952  0.084
H38 4.5155 1.6616 1.7953  0.116
H39 5.0643 0.5895 3.0561  0.113
H40 6.9168 0.9496 1.6000  0.099
H41 6.3985 -0.7013 1.3339  0.105
H42 5.2602 -0.0334 -0.7636  0.055
H43 5.6833 1.6684 -0.4563  0.071
H44 6.9214 0.4734 -0.7899  0.062
C28 -0.3085 1.7439 6.8815  -0.031
C29 -0.9162 0.6347 7.4925  -0.425
C30 -1.2647 -0.5382 6.5324  -0.376
O5 -1.7323 -1.5949 6.9513  0.001
C31 -1.0293 -0.3464 5.1249  -0.027
C32 -0.4462 0.7602 4.5484  -0.363
C33 -0.0014 1.8838 5.5070  -0.415
O6 0.6020 2.8726 5.0527  -0.052
O7 -0.2407 0.9286 3.3035  -0.136
O8 -1.1878 0.5059 8.6951  -0.041
H45 -0.0264 2.5936 7.4955  0.092
H46 -1.3518 -1.1758 4.4934  0.079

The calculation puts the maximum force at 2.5 eV Å⁻¹. For the total energy, the calculation gives -4570.3350 Ha. The HOMO energy is -2.65 eV. For the frontier orbital gap, the calculation gives 0.151 hartree. As for the net charge: -1.


Among the records above, which one has the highest net charge?
C2H11NO3


Which of these has the lowest total energy?
C53H45BrInN6O3